A 12-piece molecular cluster, C30H84N4O12 overall, computed with ωB97M-V/def2-TZVPD.

The geometry in XYZ format:
```
130
Properties=species:S:1:pos:R:3:forces:R:3
N -3.302 -30.588 -18.182 1.799 3.027 -2.559
C -3.728 -31.384 -17.261 -4.026 -7.974 -2.641
N -3.705 -30.846 -16.102 -0.795 -1.233 4.190
O -4.330 -32.612 -17.549 3.075 5.963 1.701
H -3.431 -30.930 -19.101 0.230 -0.197 -0.983
H -2.758 -29.667 -17.944 -1.177 -2.184 -0.499
H -3.988 -31.394 -15.327 -0.249 -0.484 0.572
H -3.301 -29.998 -15.897 0.979 2.163 0.211
N -8.396 -29.195 -13.189 -0.379 -4.980 0.449
C -8.336 -27.930 -13.194 -1.869 8.413 5.326
N -7.890 -27.333 -14.292 0.487 0.008 -0.581
O -8.763 -27.234 -12.057 2.102 -3.134 -5.480
H -8.784 -29.568 -12.328 0.013 -0.342 -0.400
H -7.959 -29.769 -13.911 -0.520 -0.442 0.099
H -7.917 -26.326 -14.394 -0.024 -0.561 0.047
H -7.637 -27.875 -15.131 -0.334 0.789 0.947
C -7.203 -24.332 -18.927 1.803 0.633 0.388
C -6.375 -24.749 -20.150 5.667 5.772 4.772
C -5.072 -25.490 -19.682 -0.514 1.163 0.500
O -6.995 -25.547 -20.855 -5.166 -5.148 -6.706
H -6.472 -24.024 -18.181 -0.203 0.301 0.256
H -7.773 -25.118 -18.453 -0.042 -0.474 -0.257
H -7.834 -23.494 -19.116 -0.607 0.511 -0.343
H -6.038 -23.814 -20.754 -0.626 -1.216 0.905
H -5.374 -26.336 -19.077 -0.120 -0.254 0.287
H -4.408 -24.865 -19.109 0.224 0.333 0.383
H -4.499 -25.873 -20.497 0.138 -0.198 -0.897
H -7.247 -26.277 -20.300 -0.538 -1.190 0.156
C -12.894 -29.585 -14.921 -0.766 0.725 0.346
C -11.438 -29.905 -14.670 -3.435 -4.978 2.205
C -11.064 -31.309 -15.179 0.994 -1.144 0.070
O -10.584 -29.117 -15.206 3.413 5.391 -3.294
H -13.520 -30.299 -14.365 0.164 0.062 -0.445
H -13.167 -29.546 -15.970 0.058 -0.482 -0.320
H -13.201 -28.589 -14.560 0.477 -0.204 0.170
H -11.297 -29.861 -13.581 -0.283 -0.476 0.235
H -11.099 -31.483 -16.295 -0.423 0.492 1.176
H -11.558 -32.072 -14.628 -1.372 -0.838 0.007
H -10.040 -31.625 -14.872 -0.213 1.033 -0.287
H -9.865 -29.055 -14.592 0.811 0.415 0.054
C -8.767 -24.221 -13.959 -1.874 -0.590 -0.729
C -8.714 -24.312 -15.513 -5.126 8.362 2.718
C -8.269 -22.980 -16.226 -3.799 0.892 0.982
O -7.909 -25.162 -15.893 7.039 -7.673 -2.688
H -7.799 -24.220 -13.524 1.167 0.390 0.346
H -9.266 -25.126 -13.524 0.189 0.767 -0.357
H -9.336 -23.342 -13.677 0.029 0.103 0.350
H -9.708 -24.471 -15.875 -0.844 -0.604 -0.164
H -7.236 -22.940 -16.235 2.173 0.388 0.165
H -8.730 -22.109 -15.695 0.621 -0.389 -0.493
H -8.627 -22.949 -17.270 0.148 -0.158 0.579
H -7.045 -24.886 -15.524 0.035 -0.725 -0.506
C -4.098 -30.375 -11.147 0.717 0.615 -0.349
C -5.307 -29.726 -11.876 7.215 6.305 2.770
C -4.758 -28.796 -13.053 -1.908 1.544 2.774
O -6.121 -30.521 -12.391 -5.794 -5.618 -2.568
H -3.094 -29.944 -11.400 -1.047 0.150 0.355
H -3.968 -31.385 -11.405 -0.177 -1.604 -1.088
H -4.174 -30.509 -10.081 -0.284 0.747 0.599
H -5.831 -29.051 -11.151 0.604 -0.087 -0.178
H -4.259 -29.344 -13.790 0.613 -0.884 -1.208
H -4.109 -28.077 -12.586 0.720 0.392 -0.026
H -5.615 -28.169 -13.419 0.717 -0.819 -0.168
H -6.863 -29.910 -12.494 -0.722 -0.993 -0.571
C -2.973 -25.589 -14.854 -0.554 -1.538 -0.749
C -4.300 -24.846 -14.920 6.846 6.506 -3.122
C -4.445 -24.194 -16.300 -0.045 -0.226 0.028
O -5.362 -25.398 -14.523 -6.192 -4.623 2.331
H -2.798 -26.227 -15.761 -0.194 0.462 0.676
H -3.177 -26.279 -14.034 0.996 -0.169 0.330
H -2.103 -24.929 -14.730 -0.439 -0.247 0.247
H -4.198 -24.045 -14.209 1.137 1.336 0.242
H -4.920 -24.945 -16.880 -0.209 -1.004 -1.028
H -3.488 -23.948 -16.764 -0.060 -0.020 0.163
H -5.126 -23.357 -16.434 0.093 0.345 0.680
H -5.229 -25.369 -13.572 -1.225 -0.770 0.370
C -2.622 -27.035 -18.810 0.602 1.107 1.723
C -1.489 -27.808 -18.218 3.198 4.595 -4.798
C -0.365 -26.928 -17.730 0.173 0.947 0.569
O -1.820 -28.607 -17.285 -2.381 -4.878 6.614
H -3.089 -26.455 -18.008 -0.036 0.205 -0.165
H -3.334 -27.737 -19.120 -1.278 -0.683 -1.129
H -2.236 -26.344 -19.564 -0.386 -0.401 -0.088
H -1.144 -28.413 -19.018 0.995 -0.441 -1.522
H -0.667 -26.369 -16.810 0.273 -0.838 -0.341
H -0.149 -26.132 -18.406 0.271 0.462 -0.864
H 0.565 -27.493 -17.608 -0.141 0.065 0.369
H -1.058 -29.126 -16.960 -0.446 0.427 -0.152
C -5.629 -28.024 -16.655 -1.688 0.803 2.481
C -6.371 -29.300 -17.002 -2.180 2.143 5.431
C -7.863 -29.114 -17.002 -1.201 -0.965 1.977
O -6.105 -29.709 -18.172 4.228 -3.619 -6.281
H -6.244 -27.114 -16.543 -0.024 -0.295 -0.586
H -4.775 -27.760 -17.181 1.511 0.060 -1.548
H -5.302 -28.176 -15.648 0.542 0.179 0.883
H -6.092 -30.039 -16.245 -0.202 -0.200 0.232
H -8.397 -29.921 -17.539 0.480 0.230 0.220
H -8.154 -28.183 -17.434 -0.332 0.754 -0.087
H -8.234 -29.180 -15.956 -0.107 0.027 -0.948
H -5.145 -29.990 -18.105 -1.304 0.291 -1.343
C -8.420 -28.322 -21.798 0.457 -0.630 -1.249
C -7.411 -28.807 -20.729 -0.417 -4.901 -6.907
C -5.985 -28.782 -21.254 -0.072 -1.031 -3.190
O -7.456 -28.096 -19.709 -1.385 5.264 7.905
H -8.318 -27.233 -22.037 0.017 -0.935 0.125
H -9.492 -28.557 -21.591 1.039 0.138 0.148
H -8.108 -28.957 -22.674 -0.645 0.935 0.298
H -7.753 -29.872 -20.558 0.563 0.508 0.083
H -5.885 -29.464 -22.153 0.008 0.568 0.882
H -5.212 -29.051 -20.577 0.351 -0.412 1.042
H -5.735 -27.793 -21.628 -0.148 0.320 0.025
H -7.148 -28.604 -18.944 0.329 0.386 -0.475
C -11.153 -27.257 -19.931 0.519 1.691 0.120
C -10.778 -27.739 -18.528 8.344 6.497 -6.343
C -10.330 -26.531 -17.683 0.328 1.663 -0.646
O -11.617 -28.325 -17.914 -10.965 -7.235 6.931
H -10.227 -26.908 -20.413 -0.121 -0.200 0.229
H -11.707 -26.307 -19.816 -0.533 -0.655 -0.378
H -11.579 -27.974 -20.626 -0.460 -0.137 0.305
H -9.992 -28.449 -18.737 1.827 0.156 -0.140
H -11.124 -25.722 -17.471 0.729 -1.356 -0.930
H -9.471 -26.045 -18.177 -0.219 -0.015 0.599
H -10.098 -26.866 -16.684 0.606 -0.242 0.367
H -11.269 -28.603 -17.054 -0.327 -0.086 0.072
C -7.666 -32.448 -15.715 0.466 -2.013 0.811
O -7.636 -31.639 -14.567 -0.346 1.810 0.702
H -8.533 -32.256 -16.353 -0.136 -0.042 0.654
H -7.633 -33.486 -15.267 -0.354 0.601 -1.383
H -6.810 -32.304 -16.343 0.762 0.026 -0.359
H -6.850 -31.759 -14.012 -0.101 -0.278 -0.420
```
Forces are in eV/Å.

2S+1   1
SMILES string   NC(N)=O.NC(N)=O.CC(C)O.CC(C)O.CC(C)O.CC(C)O.CC(C)O.CC(C)O.CC(C)O.CC(C)O.CC(C)O.CO
E_LUMO   -0.19 eV
ΔE to the lowest compared entry with this formula, charge and spin   1.083 eV
E   -62991.82070 eV